Here is C10H26N2O2PS2V as an isolated structure from the OMol25 dataset. Energies are from ωB97M-V/def2-TZVPD.

Geometry as XYZ:
```
44
Properties=species:S:1:pos:R:3:forces:R:3
V 0.10868 0.75765 0.62723 0.181 -0.272 -0.014
C 2.55457 0.51929 -1.11908 -0.051 -0.174 0.251
N 1.81348 -0.10574 0.03313 0.062 0.021 -0.269
C 1.44613 -1.52342 -0.29443 0.004 0.137 0.051
C 2.61903 0.00324 1.30732 -0.145 -0.009 -0.162
C 1.82237 -0.52328 2.48967 -0.100 0.105 -0.035
N 0.47853 0.16045 2.54209 -0.213 0.169 0.091
C 0.52682 1.39093 3.40272 0.052 -0.061 -0.036
C -0.58132 -0.76975 3.07034 0.236 0.098 -0.023
H 3.44090 -0.08207 -1.32445 0.022 0.010 -0.033
H 2.85637 1.52832 -0.84955 0.014 0.029 -0.020
H 1.91136 0.53098 -1.99502 -0.005 0.006 -0.028
H 2.30534 -2.17388 -0.12221 0.019 -0.009 -0.004
H 1.14859 -1.58164 -1.33775 -0.026 0.001 -0.016
H 0.62320 -1.88388 0.33392 -0.005 0.025 0.034
H 2.88588 1.05621 1.43469 0.006 0.022 -0.002
H 3.55259 -0.55028 1.18567 0.013 -0.018 -0.008
H 2.36220 -0.33347 3.41746 0.011 -0.013 0.032
H 1.65891 -1.59648 2.41672 -0.011 -0.023 -0.015
H 0.77081 1.11010 4.42826 -0.009 -0.056 0.004
H -0.44933 1.87368 3.39176 -0.004 0.016 -0.003
H 1.28846 2.08146 3.04067 0.021 -0.002 -0.006
H -0.28329 -1.10334 4.06525 -0.020 -0.023 0.022
H -0.67268 -1.63810 2.41942 -0.025 -0.022 -0.004
H -1.52885 -0.24124 3.13335 -0.032 0.007 0.008
C -3.81236 4.96037 0.87808 0.000 -0.042 -0.036
C -2.99525 4.07465 1.76710 -0.118 0.085 0.015
O -2.71214 2.70504 1.12159 0.107 0.045 -0.001
P -1.99294 2.36299 -0.17498 -0.121 -0.118 0.394
S -1.85216 0.27161 -0.21073 0.143 -0.069 0.048
S 0.04933 2.85830 0.02071 -0.012 -0.016 0.177
O -2.66967 2.94466 -1.38259 0.019 0.169 -0.497
C -2.51414 2.78297 -2.91105 0.018 0.010 0.047
C -3.27821 3.89788 -3.54822 -0.003 -0.055 0.020
H -4.03913 5.86181 1.45167 -0.009 -0.006 0.014
H -4.75719 4.49438 0.60385 -0.008 -0.001 0.019
H -3.27820 5.27318 -0.01862 0.023 -0.005 0.018
H -3.51427 3.76850 2.66846 -0.029 -0.014 0.005
H -2.01435 4.47442 2.01591 0.031 -0.005 -0.032
H -2.91998 1.79473 -3.10889 -0.030 -0.007 -0.008
H -1.44332 2.81662 -3.09844 0.020 0.023 0.015
H -4.32805 3.86492 -3.26494 -0.017 0.025 -0.018
H -3.21617 3.75469 -4.62929 -0.003 0.000 -0.005
H -2.84914 4.86915 -3.31243 -0.008 0.017 0.010
```
Forces are in eV/Å.

Computed properties:
**Total charge**: +3
**LUMO energy (spin up / spin down)**: -13.59 / -12.38 eV
**Frontier orbital gap (spin up / spin down)**: 7.4 / 8.7 eV
**E_HOMO (spin up / spin down)**: -21.036 / -21.039 eV
**Energy**: -74487.059 eV
**Spin multiplicity**: 2